# 1
The following is a DFT calculation (ωB97M-V with the def2-TZVPD basis set) of a cluster of 2 separate species, C3H11N2 in total at a distorted geometry.

Positions of all 16 atoms, in Å:
1 C 2.279232 -0.631654 -0.253570
2 N 1.195125 0.405193 -0.282470
3 H 3.005493 -0.467719 -1.033531
4 H 1.763729 -1.569268 -0.421087
5 H 2.662034 -0.627936 0.763539
6 H 0.464807 0.260676 0.452220
7 H 1.551476 1.321464 -0.009521
8 H 0.719064 0.545182 -1.171629
9 C -1.400849 -0.607549 1.179968
10 C -1.655624 0.502555 0.480039
11 N -1.665244 0.492553 -0.946392
12 H -1.233757 -1.593164 0.766529
13 H -1.309296 -0.471409 2.253149
14 H -2.123814 1.382399 0.890907
15 H -2.185503 -0.279105 -1.342497
16 H -2.066866 1.337788 -1.325652

Forces on atoms 1 to 6 (eV/Å):
-1.18 -0.19 0.36
0.57 1.02 0.72
0.23 0.24 0.04
0.17 -0.27 -0.07
0.40 -0.01 -0.22
-0.04 -0.58 -0.54

## Properties
E_HOMO	-13.303	eV
total charge	+1
HOMO-LUMO gap	0.370	hartree
energy relative to the best compared isomer or geometry (same formula, charge and spin)	26.67	kcal/mol

=====

# 2
The following is a DFT calculation (ωB97M-V with the def2-TZVPD basis set) of a cluster of 6 separate species, C35H64BrN2O24P2S5 in total at a distorted geometry.

Positions of all 133 atoms, in Å:
1 C -0.812996 5.723058 0.818502
2 C -0.178344 4.978856 2.013508
3 C -0.954069 3.715318 2.464236
4 C -0.337515 2.448200 1.833997
5 C -0.652012 2.459719 0.323666
6 C -0.717118 1.033257 -0.319906
7 C -1.959947 0.871513 -1.133085
8 C -3.034534 0.146708 -0.652570
9 C -2.927416 -0.519936 0.702679
10 O -2.254558 -1.748032 0.462844
11 C -1.647429 -2.308208 1.641198
12 C -0.118503 -2.360082 1.487000
13 C -4.188320 0.035706 -1.434389
14 C -5.320552 -0.727594 -0.800465
15 O -5.949899 -0.190262 0.077789
16 O -5.537280 -1.982267 -1.198625
17 C -6.782720 -2.511105 -0.733161
18 C -7.070826 -3.883072 -1.333052
19 O -7.933341 -4.550765 -0.860576
20 Br -6.073602 -4.517169 -2.860988
21 C -4.268108 0.626467 -2.704289
22 P -5.772650 0.558911 -3.783851
23 C -7.076247 1.574634 -2.974836
24 C -6.388855 -1.144965 -3.999276
25 C -3.162695 1.337284 -3.153523
26 C -3.199648 2.012465 -4.490592
27 C -2.638905 1.151621 -5.676469
28 C -2.177372 -0.273544 -5.341203
29 C -0.728145 -0.416020 -4.816154
30 C -0.075397 -1.762842 -5.179626
31 C 0.259168 -2.574674 -3.908523
32 N -2.048472 1.450757 -2.371055
33 P -0.681529 2.432775 -2.988895
34 N -0.713668 3.919366 -2.544294
35 H -0.777727 6.794176 1.011396
36 H -1.829529 5.390817 0.612488
37 H -0.192392 5.549680 -0.064000
38 H 0.839385 4.666637 1.772900
39 H -0.115249 5.631542 2.884800
40 H -0.911110 3.600657 3.548107
41 H -1.998471 3.777270 2.146776
42 H -0.722028 1.551827 2.330238
43 H 0.738153 2.473299 2.001429
44 H -1.592596 2.996117 0.185837
45 H 0.138372 2.999804 -0.194917
46 H 0.182528 0.786263 -0.878628
47 H -0.738776 0.344597 0.516334
48 H -3.908091 -0.733169 1.123378
49 H -2.364137 0.114376 1.389274
50 H -1.996332 -3.340871 1.691310
51 H -1.953233 -1.786836 2.548947
52 H 0.159708 -1.958630 0.509608
53 H 0.401447 -1.753382 2.227205
54 H 0.243821 -3.385521 1.506730
55 H -6.771420 -2.672843 0.342638
56 H -7.613511 -1.865829 -1.020846
57 H -7.322410 2.428583 -3.600353
58 H -7.997149 1.000204 -2.850622
59 H -6.753512 1.900338 -1.985116
60 H -5.580449 -1.839169 -4.210788
61 H -7.018323 -1.479752 -3.177469
62 H -7.032904 -1.110617 -4.879589
63 H -4.211062 2.307103 -4.744176
64 H -2.642395 2.951341 -4.440215
65 H -1.846583 1.706513 -6.182164
66 H -3.452334 1.064650 -6.398290
67 H -2.887860 -0.798638 -4.697849
68 H -2.191160 -0.822347 -6.287260
69 H -0.126647 0.411756 -5.193114
70 H -0.787868 -0.388334 -3.722663
71 H 0.874128 -1.608557 -5.694748
72 H -0.709846 -2.380805 -5.815398
73 H -0.662388 -3.002633 -3.508545
74 H 1.018495 -3.334843 -4.077639
75 H 0.653676 -1.903712 -3.140265
76 H 0.476144 1.721056 -2.644210
77 H -0.764685 2.325780 -4.375683
78 H -1.493434 4.112803 -1.924849
79 C 4.937091 -0.455367 2.168643
80 C 4.446436 -1.874082 2.002982
81 O 3.082721 -1.737463 1.550325
82 S 2.956602 -0.437899 0.659383
83 O 3.013887 -0.789716 -0.719309
84 O 1.866525 0.336999 1.150573
85 O 4.331136 0.253700 1.058964
86 H 4.581407 -0.007997 3.095222
87 H 6.018777 -0.381736 2.123039
88 H 4.480440 -2.443282 2.914217
89 H 5.008444 -2.399723 1.227814
90 C 7.286399 -0.752688 6.863047
91 C 7.595996 -2.233129 6.924649
92 O 6.603942 -2.834630 6.078386
93 S 6.246799 -1.849864 4.880078
94 O 6.990343 -2.223639 3.727127
95 O 4.840952 -1.688194 4.852169
96 O 6.903164 -0.526917 5.497503
97 H 6.442536 -0.492174 7.504070
98 H 8.141416 -0.133754 7.119586
99 H 7.525830 -2.637061 7.930084
100 H 8.581131 -2.455856 6.510455
101 C 1.321503 -6.037260 6.197807
102 C 2.721029 -6.614877 6.189661
103 O 3.383235 -5.914709 5.127595
104 S 2.820221 -4.423033 5.029492
105 O 3.692490 -3.537933 5.712172
106 O 2.436289 -4.177017 3.684704
107 O 1.508382 -4.641246 5.922866
108 H 0.707874 -6.465611 5.403182
109 H 0.819800 -6.165871 7.152773
110 H 2.734603 -7.684032 5.999838
111 H 3.248425 -6.403583 7.121984
112 C 8.323989 -3.308228 -0.950237
113 C 6.925234 -3.311255 -1.531598
114 O 6.494975 -4.672293 -1.407254
115 S 7.135928 -5.323960 -0.091031
116 O 6.188051 -5.256829 0.963127
117 O 7.765929 -6.538911 -0.453765
118 O 8.250097 -4.203582 0.166531
119 H 9.053231 -3.702917 -1.660065
120 H 8.638200 -2.322425 -0.618254
121 H 6.899968 -3.003054 -2.572692
122 H 6.247213 -2.681739 -0.950210
123 C -2.589260 7.843370 -1.972131
124 C -2.732360 9.174856 -2.679112
125 O -3.926199 9.741185 -2.125774
126 S -4.079058 9.296692 -0.595483
127 O -3.577877 10.323301 0.242070
128 O -5.374131 8.749202 -0.417774
129 O -3.004096 8.105833 -0.626280
130 H -3.256608 7.090119 -2.397517
131 H -1.568068 7.470184 -1.983034
132 H -2.829653 9.072272 -3.756037
133 H -1.898072 9.841039 -2.450574

Forces on atoms 1 to 6 (eV/Å):
0.98 -0.07 0.17
-0.72 -0.31 0.40
0.79 -0.43 -0.30
-0.54 0.57 -0.12
0.76 -0.55 0.15
-0.19 0.50 0.49

## Properties
E_HOMO	-10.841	eV
total charge	+1
HOMO-LUMO gap	0.261	hartree

=====

# 3
The following is a DFT calculation (ωB97M-V with the def2-TZVPD basis set) of a structure of composition C37H81BrF6FeN3OSbSi4 at a distorted geometry.

Positions of all 135 atoms, in Å:
1 Fe 0.278071 -0.433230 0.534122
2 C 1.350325 1.142746 2.494820
3 C 0.940918 -0.035858 3.410061
4 N 0.069202 -0.960867 2.632405
5 C -1.362810 -0.847279 3.009261
6 C -2.261610 -0.861643 1.791445
7 N -1.686084 -0.073154 0.691324
8 C -1.872507 1.390675 0.807793
9 C -0.808484 1.913109 1.740135
10 N 0.456390 1.276097 1.360786
11 H 2.350598 0.940971 2.131897
12 H 1.409539 2.069250 3.079138
13 H 0.406066 0.286202 4.305102
14 H 1.827850 -0.576320 3.745912
15 H 0.365721 -1.911963 2.811232
16 H -1.495319 0.075337 3.566008
17 H -1.654061 -1.657240 3.678511
18 H -3.264393 -0.509891 2.051779
19 H -2.355158 -1.880820 1.437959
20 H -2.083584 -0.375347 -0.194091
21 H -2.888915 1.613754 1.139670
22 H -1.722655 1.812265 -0.186923
23 H -1.080651 1.728951 2.785626
24 H -0.758251 3.002249 1.647407
25 H 0.536264 2.514964 -0.033344
26 C 5.472570 -0.132508 2.821840
27 C 5.930026 -0.844985 1.541264
28 C 5.475154 -2.306854 1.656266
29 C 7.468928 -0.826457 1.501880
30 Si 5.221714 0.040879 -0.004352
31 Br 2.923312 -0.552340 0.061696
32 C 5.241690 1.952610 0.078756
33 C 4.843599 2.566395 -1.272012
34 C 4.246375 2.517615 1.100143
35 C 6.652298 2.441331 0.456064
36 C 5.824026 -0.655535 -1.686546
37 C 4.828551 -0.393790 -2.826521
38 C 7.174355 -0.008441 -2.052267
39 C 6.056574 -2.172304 -1.623836
40 H 5.833660 -0.693544 3.688722
41 H 4.381955 -0.084151 2.890001
42 H 5.868843 0.878845 2.902459
43 H 5.881906 -2.724970 2.582344
44 H 5.828357 -2.927013 0.836325
45 H 4.390946 -2.388012 1.704897
46 H 7.849500 -1.271278 2.426017
47 H 7.880890 0.180378 1.431685
48 H 7.865909 -1.414693 0.675272
49 H 3.853475 2.232388 -1.588895
50 H 5.554047 2.353573 -2.067934
51 H 4.805172 3.654833 -1.162463
52 H 3.220690 2.335498 0.778750
53 H 4.385953 3.601834 1.157505
54 H 4.373219 2.120784 2.105324
55 H 7.429063 2.065415 -0.209724
56 H 6.919992 2.174820 1.479074
57 H 6.669422 3.532990 0.391592
58 H 4.671460 0.664306 -3.021941
59 H 3.857375 -0.847500 -2.627868
60 H 5.224706 -0.842341 -3.742595
61 H 7.099074 1.061850 -2.234669
62 H 7.538288 -0.468262 -2.975514
63 H 7.936038 -0.172906 -1.288057
64 H 5.159391 -2.715027 -1.327932
65 H 6.867130 -2.439269 -0.947732
66 H 6.339145 -2.523089 -2.620522
67 C 1.613336 4.708086 0.304113
68 C 0.691394 4.321882 -0.843184
69 O 0.453690 2.951498 -0.915352
70 C 1.341705 4.745538 -2.179724
71 F 2.374082 3.936250 -2.465256
72 F 1.824794 5.996052 -2.119550
73 F 0.484247 4.693174 -3.204880
74 C -0.671923 5.045650 -0.692844
75 F -1.126138 4.912517 0.575881
76 F -0.582681 6.359042 -0.948234
77 F -1.606651 4.525554 -1.496629
78 H 2.592796 4.265290 0.134040
79 H 1.209786 4.323489 1.240061
80 H 1.719338 5.788615 0.382997
81 C 1.062893 -0.388171 -4.758163
82 C -0.120868 0.201470 -3.981132
83 C -1.442038 -0.359625 -4.516945
84 C -0.110605 1.726119 -4.147586
85 C 0.015160 -0.086831 -2.541540
86 C 0.057310 -0.246153 -1.338954
87 H 0.961519 -0.152865 -5.819090
88 H 1.112236 -1.470507 -4.652605
89 H 2.003549 0.036196 -4.402606
90 H -1.543368 -0.111126 -5.574898
91 H -2.288852 0.072705 -3.981421
92 H -1.488744 -1.445148 -4.420421
93 H -0.198714 1.984373 -5.205134
94 H 0.817010 2.142937 -3.760719
95 H -0.935823 2.184233 -3.602665
96 C -0.652392 -4.371529 3.465730
97 Si 0.484099 -4.660135 1.985039
98 C 2.221605 -4.097753 2.428751
99 C 0.484178 -6.492210 1.604249
100 Sb -0.228342 -3.134781 0.026274
101 Si 0.949959 -4.132613 -2.052056
102 C -0.251211 -4.033664 -3.486630
103 C 2.464826 -3.095589 -2.359058
104 C 1.460838 -5.919205 -1.797588
105 Si -2.609785 -3.964377 -0.589426
106 C -3.853353 -3.873321 0.822448
107 C -3.247541 -2.902331 -2.001081
108 C -2.437273 -5.767295 -1.074773
109 H -0.658818 -5.275054 4.080196
110 H -1.685773 -4.162024 3.190184
111 H -0.297669 -3.562536 4.108055
112 H 2.475769 -4.405717 3.446150
113 H 2.351147 -3.014707 2.357953
114 H 2.953968 -4.548545 1.755430
115 H 0.946017 -7.003619 2.453722
116 H 1.052802 -6.748021 0.711820
117 H -0.527121 -6.886347 1.493984
118 H -0.777807 -3.080702 -3.504763
119 H -0.986410 -4.839274 -3.463445
120 H 0.309897 -4.127585 -4.419967
121 H 2.196730 -2.053178 -2.534503
122 H 3.009341 -3.472040 -3.229237
123 H 3.127193 -3.134404 -1.493852
124 H 0.661118 -6.566406 -1.437800
125 H 2.309673 -6.001361 -1.115960
126 H 1.783909 -6.304801 -2.769088
127 H -4.324250 -2.893491 0.895026
128 H -3.452013 -4.140343 1.799695
129 H -4.646194 -4.591751 0.594853
130 H -2.855896 -1.883379 -1.965623
131 H -4.337641 -2.848458 -1.946675
132 H -2.983938 -3.319250 -2.973287
133 H -2.331506 -6.401141 -0.192445
134 H -1.589307 -5.956981 -1.732055
135 H -3.343093 -6.081145 -1.600652

Forces on atoms 1 to 6 (eV/Å):
-1.28 0.09 0.87
0.16 0.05 0.21
-0.05 0.00 -0.03
0.31 0.05 -0.15
0.00 0.07 0.08
-0.10 0.03 -0.07

## Properties
E_HOMO (alpha / beta)	-10.364 / -10.586	eV
expectation value of S²	0.771
total charge	+1
HOMO-LUMO gap (alpha / beta)	0.290 / 0.300	hartree
2S+1	2

=====

# 4
The following is a DFT calculation (ωB97M-V with the def2-TZVPD basis set) of a structure of composition C6H5N3 at a distorted geometry.

Positions of all 14 atoms, in Å:
1 C 0.914301 1.489968 -1.881046
2 C 1.042825 1.926389 -0.617745
3 C -0.100370 0.048716 -0.662658
4 C -0.408852 -0.235523 1.831711
5 C -0.834542 -1.115334 0.765694
6 C -1.119663 -2.363344 0.429584
7 N 0.275261 0.261307 -1.898636
8 N 0.263546 0.826174 1.504836
9 N 0.317532 1.014557 0.152989
10 H 1.237764 1.764456 -2.839350
11 H 1.600552 2.840891 -0.244642
12 H -0.555441 -0.625829 2.841064
13 H -1.547120 -3.157104 1.165803
14 H -1.085792 -2.675323 -0.547603

Forces on atoms 1 to 6 (eV/Å):
-0.33 -1.87 0.24
0.90 2.35 1.30
-1.16 -2.38 1.71
0.20 -0.31 -0.60
2.19 1.93 -4.70
-1.46 -0.50 3.88

## Properties
E_HOMO	-9.073	eV
total charge	0
HOMO-LUMO gap	0.316	hartree
energy relative to the best compared isomer or geometry (same formula, charge and spin)	101.91	kcal/mol

=====

# 5
The following is a DFT calculation (ωB97M-V with the def2-TZVPD basis set) of a structure of composition CH6O3 at a distorted geometry.

Positions of all 10 atoms, in Å:
1 O 1.107987 -0.094871 0.024639
2 C 0.028457 0.118673 0.750864
3 H -0.188336 -0.931333 1.161113
4 H 0.173943 1.081603 1.236465
5 H 0.983659 1.894789 -2.221667
6 H 1.138038 0.725977 -0.778556
7 O 0.694642 1.702637 -1.320963
8 H -0.783200 0.293772 -0.018844
9 H -2.263794 -2.485837 0.932797
10 O -1.706043 -1.725376 0.699813

Forces on atoms 1 to 6 (eV/Å):
-0.03 -1.98 1.30
2.01 2.44 -2.50
-1.92 -1.07 0.32
-0.47 -0.41 1.45
0.27 -0.39 0.11
-0.14 2.93 -2.28

## Properties
E_HOMO	-10.217	eV
total charge	0
HOMO-LUMO gap	0.198	hartree
energy relative to the best compared isomer or geometry (same formula, charge and spin)	179.68	kcal/mol